Record 1
Density functional theory data (wB97M-V/def2-TZVPD) for an isolated molecule of C2H3ClF2O.

Each line ends with the Löwdin charge.
CARTESIAN COORDINATES (ANGSTROEM)
1 F 1.799 0.806 0.667  0.0186
2 C 1.220 0.272 -0.411  -0.3077
3 O -0.143 0.412 -0.456  -0.1488
4 C -1.139 -0.230 0.422  -0.7169
5 F -1.138 -1.583 0.249  -0.0082
6 Cl -2.667 0.412 -0.135  0.7192
7 H 1.586 0.820 -1.408  0.1736
8 H 1.402 -0.894 -0.373  0.1566
9 H -0.921 -0.015 1.444  0.1136

## Properties
* orbital gap: 12.290 eV
* SMILES string: FCO[C@H](F)Cl
* lowest unoccupied orbital energy: 0.879 eV

Record 2
Density functional theory data (wB97M-V/def2-TZVPD) for a cluster of 2 separate species, CH4BrN2O in total.

Each line ends with the Löwdin charge.
CARTESIAN COORDINATES (ANGSTROEM)
1 C 0.290 -0.195 -0.818  -0.5223
2 N -1.004 0.861 1.382  0.0920
3 N 0.927 0.084 -1.844  0.0592
4 O -0.952 -0.293 1.963  -0.1215
5 Br 0.351 -1.934 -0.070  0.8227
6 H -0.184 1.494 1.513  0.1015
7 H 1.037 1.109 -1.949  0.1572
8 H 1.531 -0.647 -2.338  0.1754
9 H -1.996 -0.477 2.161  0.2359

## Properties
* orbital gap (alpha / beta): 9.163 / 6.648 eV
* charge: +1
* lowest unoccupied orbital energy (alpha / beta): -5.562 / -7.208 eV

Record 3
Density functional theory data (wB97M-V/def2-TZVPD) for a structure of composition C23H19MnN4OS7.

Each line ends with the Löwdin spin population.
CARTESIAN COORDINATES (ANGSTROEM)
1 Mn -0.739 1.403 -1.975  1.2729
2 S 1.535 1.667 -1.820  0.0498
3 C 1.639 1.281 -0.127  0.0077
4 N 2.807 1.266 0.450  -0.1150
5 N 2.892 0.946 1.817  -0.0187
6 C 2.383 -0.096 2.580  -0.0030
7 C 1.651 -1.181 2.082  -0.0044
8 C 1.288 -2.230 2.919  -0.0004
9 C 1.627 -2.242 4.265  -0.0035
10 C 2.333 -1.155 4.771  -0.0005
11 C 2.700 -0.101 3.950  -0.0025
12 N 0.475 1.098 0.622  -0.1155
13 N -0.602 1.224 -0.003  -0.0512
14 C -1.736 1.248 0.889  -0.0018
15 C -2.997 1.475 0.353  0.0000
16 C -4.108 1.549 1.189  -0.0003
17 C -3.969 1.383 2.561  -0.0013
18 C -2.706 1.139 3.089  -0.0002
19 C -1.591 1.076 2.266  -0.0017
20 H 3.608 1.487 2.260  -0.0007
21 H 1.347 -1.189 1.050  -0.0012
22 H 0.709 -3.050 2.503  0.0001
23 H 1.348 -3.071 4.903  -0.0002
24 H 2.594 -1.120 5.822  0.0001
25 H 3.237 0.747 4.365  -0.0002
26 H -3.103 1.597 -0.714  0.0001
27 H -5.084 1.742 0.758  0.0000
28 H -4.833 1.448 3.213  -0.0001
29 H -2.582 1.001 4.157  0.0000
30 H -0.607 0.895 2.674  -0.0008
31 S -6.448 5.701 -3.228  -0.0014
32 C -5.117 4.726 -3.038  -0.0006
33 S -3.600 5.272 -2.453  0.0000
34 C -2.738 3.755 -2.502  -0.0012
35 C -3.441 2.710 -2.954  0.0011
36 S -2.772 1.110 -3.106  -0.0142
37 S -5.097 3.050 -3.392  0.0008
38 S -1.082 3.639 -1.981  -0.0068
39 C -0.755 -3.194 -2.148  -0.0007
40 S -0.025 -1.787 -1.362  0.0019
41 O -0.595 -0.646 -2.164  0.0090
42 C 1.650 -2.039 -1.891  0.0023
43 C 2.565 -2.542 -0.983  0.0002
44 C 3.890 -2.696 -1.375  0.0001
45 C 4.274 -2.340 -2.660  0.0000
46 C 3.338 -1.834 -3.563  0.0005
47 C 2.017 -1.677 -3.180  0.0013
48 H -0.395 -3.240 -3.176  0.0000
49 H -1.834 -3.035 -2.117  0.0000
50 H -0.476 -4.090 -1.588  0.0000
51 H 2.262 -2.795 0.027  -0.0001
52 H 4.619 -3.076 -0.669  0.0000
53 H 5.314 -2.429 -2.955  0.0000
54 H 3.645 -1.542 -4.560  0.0000
55 H 1.284 -1.241 -3.849  0.0001

## Properties
* orbital gap (alpha / beta): 5.919 / 5.512 eV
* spin multiplicity: 2
* charge: -1
* lowest unoccupied orbital energy (alpha / beta): 1.858 / 1.651 eV

Record 4
Density functional theory data (wB97M-V/def2-TZVPD) for a structure of composition C4H6O3Sc.

Each line ends with the Löwdin spin population.
CARTESIAN COORDINATES (ANGSTROEM)
1 O 1.772 1.203 -0.892  0.0202
2 C 1.635 -0.037 -1.075  0.0003
3 O 1.855 -0.394 1.028  0.0236
4 C 0.846 -1.345 0.777  0.0020
5 C 0.030 -0.661 -0.335  -0.0007
6 O -0.632 0.443 0.361  0.0204
7 C -1.662 1.033 -0.401  0.0031
8 Sc 1.117 1.511 1.140  0.9294
9 H 0.249 -1.744 1.619  0.0001
10 H 1.315 -2.244 0.332  -0.0002
11 H -0.715 -1.346 -0.770  -0.0001
12 H -1.842 2.041 -0.005  0.0013
13 H -1.383 1.104 -1.464  0.0002
14 H -2.584 0.437 -0.314  0.0003

## Properties
* orbital gap (alpha / beta): 5.785 / 6.323 eV
* spin multiplicity: 2
* lowest unoccupied orbital energy (alpha / beta): -0.609 / -0.440 eV

Record 5
Density functional theory data (wB97M-V/def2-TZVPD) for a structure of composition C3H5CaO4.

Each line ends with the Löwdin spin population.
CARTESIAN COORDINATES (ANGSTROEM)
1 O -0.911 -0.974 -0.343  0.0199
2 C -1.616 -0.348 0.552  0.0152
3 C 0.411 -0.289 -0.511  0.0010
4 O -2.702 -0.739 0.972  0.1291
5 O -1.022 0.704 1.050  0.0055
6 C 0.219 0.963 0.348  0.0009
7 Ca -4.256 -2.218 0.670  0.8272
8 H 0.494 -0.073 -1.580  0.0001
9 H 1.157 -0.981 -0.111  0.0001
10 H 0.089 1.876 -0.240  0.0001
11 H 1.010 1.098 1.089  0.0001
12 O 3.326 0.810 -0.681  0.0007
13 H 3.802 0.170 -1.216  0.0000

## Properties
* orbital gap (alpha / beta): 4.104 / 3.757 eV
* spin multiplicity: 2
* lowest unoccupied orbital energy (alpha / beta): -1.180 / -1.526 eV

Record 6
Density functional theory data (wB97M-V/def2-TZVPD) for a structure of composition C29H26CoF3N7O4.

Each line ends with the Löwdin spin population.
CARTESIAN COORDINATES (ANGSTROEM)
1 Co -0.073 0.678 -0.956  2.7250
2 C -4.683 -1.054 3.919  0.0140
3 C -3.459 -0.578 3.188  0.0793
4 C -2.188 -0.734 3.733  -0.0115
5 C -1.069 -0.321 3.041  0.0769
6 C -1.157 0.280 1.774  0.0198
7 N -0.023 0.628 1.067  0.4078
8 C 1.116 1.027 1.715  0.0381
9 C 1.047 1.773 2.910  0.0927
10 C 2.171 2.286 3.512  -0.0119
11 C 3.430 2.078 2.952  0.1039
12 C 4.655 2.697 3.560  0.0186
13 C 3.515 1.345 1.769  -0.0075
14 C 2.401 0.833 1.145  0.0832
15 N 2.632 0.070 -0.048  0.0073
16 C 3.702 -0.721 -0.293  0.0096
17 C 3.668 -1.081 -1.614  0.0053
18 C 2.528 -0.448 -2.127  0.0171
19 N 1.909 0.244 -1.185  0.0353
20 C -2.451 0.407 1.208  0.0626
21 C -3.559 -0.014 1.916  -0.0059
22 N -2.708 1.042 -0.056  0.0097
23 C -3.691 1.927 -0.312  0.0114
24 C -3.735 2.136 -1.668  0.0061
25 C -2.728 1.321 -2.179  0.0161
26 N -2.108 0.643 -1.219  0.0308
27 H -4.524 -1.054 4.996  0.0011
28 H -4.933 -2.075 3.622  0.0058
29 H -5.545 -0.426 3.698  0.0016
30 H -2.073 -1.201 4.704  -0.0019
31 H -0.086 -0.491 3.461  0.0023
32 H 0.069 2.003 3.312  0.0021
33 H 2.072 2.889 4.406  -0.0023
34 H 4.538 2.834 4.634  0.0017
35 H 4.834 3.680 3.119  0.0078
36 H 5.541 2.088 3.382  0.0019
37 H 4.481 1.221 1.296  -0.0019
38 H 4.406 -0.957 0.488  0.0002
39 H 4.374 -1.703 -2.137  0.0003
40 H 2.112 -0.477 -3.125  0.0012
41 H -4.534 0.089 1.456  -0.0017
42 H -4.278 2.346 0.489  0.0004
43 H -4.386 2.803 -2.205  0.0003
44 H -2.394 1.216 -3.200  0.0010
45 F -1.025 5.070 -0.984  0.0004
46 C 0.297 4.894 -0.917  0.0025
47 F 0.836 5.404 -2.033  0.0002
48 F 0.749 5.596 0.124  0.0008
49 C 0.695 3.412 -0.790  0.0080
50 O 1.754 3.159 -0.247  0.0101
51 O -0.151 2.590 -1.298  0.0769
52 O 0.516 -1.364 -4.880  0.0001
53 C 0.718 -2.772 -4.845  0.0000
54 N -0.480 -3.559 -4.778  0.0000
55 C -1.040 -4.096 -3.642  0.0003
56 O -1.829 -5.011 -3.684  0.0002
57 C -0.601 -3.530 -2.321  0.0013
58 C -0.249 -4.386 -1.288  -0.0010
59 C 0.137 -3.842 -0.076  0.0013
60 C 0.134 -2.462 0.066  0.0029
61 N -0.251 -1.636 -0.906  0.0373
62 C -0.612 -2.170 -2.076  0.0028
63 H 0.136 -1.120 -5.731  0.0000
64 H 1.316 -2.949 -3.954  0.0000
65 H 1.290 -3.091 -5.714  0.0000
66 H -0.830 -3.976 -5.627  0.0000
67 H -0.278 -5.457 -1.445  -0.0001
68 H 0.433 -4.471 0.752  0.0002
69 H 0.441 -1.999 0.998  0.0007
70 H -0.922 -1.481 -2.853  0.0011

## Properties
* orbital gap (alpha / beta): 8.572 / 6.536 eV
* spin multiplicity: 5
* charge: +1
* lowest unoccupied orbital energy (alpha / beta): -2.282 / -5.035 eV

Record 7
Density functional theory data (wB97M-V/def2-TZVPD) for a cluster of 2 separate species, CH10N3 in total.

Each line ends with the Löwdin charge.
CARTESIAN COORDINATES (ANGSTROEM)
1 N 0.628 1.641 -1.029  0.2658
2 H -0.288 2.128 -1.039  0.1566
3 H 0.412 0.781 -0.439  0.0647
4 H 1.333 2.225 -0.592  0.1396
5 H 0.863 1.472 -2.004  0.1430
6 N -1.005 -0.874 -0.527  -0.0102
7 C -0.346 -1.232 0.738  -0.3110
8 N 0.463 -0.093 1.191  -0.0220
9 H -0.541 -1.366 -1.291  0.0808
10 H -1.960 -1.206 -0.530  0.0774
11 H 0.317 -2.081 0.591  0.1173
12 H -1.081 -1.485 1.502  0.1190
13 H -0.104 0.493 1.786  0.0898
14 H 1.308 -0.403 1.644  0.0891

## Properties
* orbital gap: 10.847 eV
* charge: +1
* lowest unoccupied orbital energy: -3.425 eV

Record 8
Density functional theory data (wB97M-V/def2-TZVPD) for a cluster of 2 separate species, C9H14 in total.

Each line ends with the Löwdin spin population.
CARTESIAN COORDINATES (ANGSTROEM)
1 C -1.290 -1.119 -3.053  0.0487
2 C -0.230 1.221 -0.177  0.0179
3 C -0.998 0.668 0.843  0.2851
4 C -0.406 0.734 -1.461  0.1683
5 C -1.297 -0.389 -1.764  0.2564
6 C -2.071 -0.186 0.495  0.1337
7 C -2.192 -0.739 -0.773  0.0368
8 H 0.414 2.051 0.068  -0.0020
9 H -0.780 0.758 1.899  0.0103
10 H 0.166 1.293 -2.194  0.0046
11 H -2.724 -0.482 1.309  0.0040
12 H -2.270 -0.993 -3.510  0.0160
13 H -0.992 -2.141 -2.793  0.0165
14 H -2.863 -1.583 -0.875  -0.0025
15 H -0.477 -0.798 -3.700  -0.0005
16 C 1.933 -0.480 1.981  0.0044
17 C 2.476 0.945 1.937  -0.0002
18 H 2.478 -1.155 2.643  0.0007
19 H 0.909 -0.708 2.283  0.0021
20 H 2.117 -0.896 0.985  -0.0002
21 H 2.203 1.596 2.768  0.0000
22 H 2.336 1.548 1.043  -0.0001
23 H 3.560 0.854 2.045  0.0000

## Properties
* orbital gap (alpha / beta): 10.352 / 6.568 eV
* spin multiplicity: 2
* charge: +1
* lowest unoccupied orbital energy (alpha / beta): -4.380 / -8.198 eV

Record 9
Density functional theory data (wB97M-V/def2-TZVPD) for an isolated molecule of C5H8O2.

Each line ends with the Löwdin charge.
CARTESIAN COORDINATES (ANGSTROEM)
1 C 0.591 -1.461 0.190  -0.1382
2 C -0.582 -0.746 1.129  -0.1852
3 O -1.543 0.188 0.486  -0.1543
4 C -0.774 0.846 -0.651  -0.2358
5 C 0.073 1.911 -0.995  -0.0342
6 C 0.744 0.691 -0.296  -0.2372
7 O 1.459 -0.542 -0.609  -0.1324
8 H 0.170 -2.326 -0.502  0.1328
9 H 1.217 -2.144 1.038  0.1578
10 H -0.109 -0.438 2.089  0.1094
11 H -1.372 -1.484 1.336  0.1155
12 H -1.364 0.184 -1.377  0.1801
13 H 0.307 1.894 -2.191  0.1832
14 H 0.310 2.816 -0.468  0.0979
15 H 0.873 0.610 0.823  0.1406

## Properties
* orbital gap: 10.084 eV
* SMILES string: C1CO[C@H]2C[C@@H]2O1
* lowest unoccupied orbital energy: 1.040 eV

Record 10
Density functional theory data (wB97M-V/def2-TZVPD) for a structure of composition C5H14IN2.

Each line ends with the Löwdin charge.
CARTESIAN COORDINATES (ANGSTROEM)
1 C 0.667 3.236 -0.056  -0.0819
2 C -3.035 -2.961 0.951  -0.0709
3 C 1.883 0.050 -1.165  -0.1466
4 C 0.800 1.776 0.362  -0.2581
5 C -2.442 -1.693 0.526  -0.7872
6 N -1.275 -1.569 0.037  0.1330
7 N 0.701 0.806 -0.781  -0.1826
8 I -3.465 0.113 0.581  1.0742
9 H 1.554 3.707 -0.442  0.0627
10 H -0.262 3.420 -0.647  0.0921
11 H 0.693 3.705 0.975  0.0973
12 H -2.456 -3.466 1.735  0.1141
13 H -4.032 -2.556 1.463  0.1141
14 H -3.274 -3.549 0.132  0.0771
15 H 1.821 -0.648 -2.150  0.1314
16 H 2.826 0.693 -1.359  0.1077
17 H 2.014 -0.504 -0.341  0.0088
18 H -0.145 1.550 0.814  0.0640
19 H 1.600 1.439 0.982  0.1110
20 H -0.632 -2.354 -0.048  0.1596
21 H -0.866 -0.657 -0.307  0.0895
22 H 0.335 1.211 -1.623  0.0907

## Properties
* orbital gap: 7.695 eV
* charge: +1
* lowest unoccupied orbital energy: -4.509 eV

Record 11
Density functional theory data (wB97M-V/def2-TZVPD) for a cluster of 2 separate species, C4H5BO4 in total.

Each line ends with the Löwdin charge.
CARTESIAN COORDINATES (ANGSTROEM)
1 B -2.275 -0.501 0.334  -0.6023
2 C 0.766 -0.171 -0.892  -0.0651
3 C 1.594 -1.125 -0.311  -0.2009
4 C 1.821 0.731 0.924  -0.0526
5 C 0.935 0.988 -0.088  -0.3489
6 O 2.256 -0.615 0.689  -0.0980
7 O -2.061 -1.731 0.258  0.3098
8 O -2.424 0.678 0.365  0.1648
9 O 0.063 2.143 -0.186  0.1937
10 H 0.004 -0.126 -1.643  0.0977
11 H 1.921 -2.168 -0.451  0.1268
12 H -1.693 -2.291 0.928  0.1429
13 H -0.704 1.743 -0.630  0.1461
14 H -0.203 2.444 0.702  0.1860

## Properties
* orbital gap: 7.286 eV
* lowest unoccupied orbital energy: -0.233 eV

Record 12
Density functional theory data (wB97M-V/def2-TZVPD) for a cluster of 2 separate species, C2H9N3O in total.

Each line ends with the Löwdin charge.
CARTESIAN COORDINATES (ANGSTROEM)
1 H -0.445 -1.363 -1.620  0.0398
2 N -0.269 -0.718 -0.864  0.1046
3 C -1.020 -0.627 0.153  -0.5927
4 N -2.191 -1.337 0.359  0.1222
5 N -0.660 0.208 1.185  -0.0276
6 C 0.361 1.194 0.902  -0.1055
7 H -2.508 -1.399 1.310  0.0823
8 H -2.255 -2.167 -0.174  0.0770
9 H -1.334 0.437 1.902  0.1248
10 H 1.198 0.764 0.371  0.0378
11 H 0.000 2.048 0.332  0.0862
12 H 0.829 1.453 1.855  0.0844
13 O 3.202 0.958 -1.441  -0.0790
14 H 2.335 0.594 -1.236  -0.0071
15 H 3.065 1.582 -2.191  0.0529

## Properties
* orbital gap: 9.783 eV
* SMILES string: [H]/N=C(\N)NC.O
* lowest unoccupied orbital energy: 0.834 eV

F_max for the records above, in order: 3.8 4.6 1.0 3.2 1.9 0.6 1.6 2.3 7.2 5.0 3.9 1.3 eV Å⁻¹
ΔE to the lowest compared entry with this formula, charge and spin for the records above, in order: 18.1 95.2 5.9 0.0 106.3 1.2 5.3 15.7 157.6 40.6 22.1 14.8 kcal per mole
M for the records above, in order: 116.49 139.96 646.84 147.05 145.15 652.50 64.11 122.21 100.12 229.09 127.89 91.11 g/mol